Record 1
# C6H5FNO3S

An isolated ion of composition C6H5FNO3S and charge -1 in a non-equilibrium geometry (wB97M-V/def2-TZVPD, OMol25).

The geometry in XYZ format:
```
17
Properties=species:S:1:pos:R:3:forces:R:3:nbo_charge:R:1
C -1.591 0.201 0.361 0.34 -0.34 -0.60 -0.2001
C -2.573 0.934 0.908 0.09 -2.09 0.07 -0.0647
C -0.210 0.638 0.084 -1.47 -1.73 0.42 0.0035
C 0.296 1.754 0.553 -3.52 2.96 2.03 0.2507
C -1.435 2.863 1.671 1.17 -2.42 -1.87 0.2111
C 1.298 -1.062 0.398 1.76 -1.70 0.81 -0.2459
N -2.351 2.073 1.562 0.12 2.81 0.67 -0.4807
O -1.910 5.463 1.437 1.24 -1.81 1.62 -1.0031
O -2.196 4.274 3.594 -0.39 -0.15 0.79 -0.9957
O 0.499 -0.389 -0.495 0.27 -0.13 -1.79 -0.5486
F 1.513 2.177 0.391 1.87 -0.03 -0.45 -0.3418
S -1.273 4.553 2.498 -0.50 2.62 -1.81 1.5072
H -1.808 -0.865 0.099 0.14 1.18 -0.11 0.2100
H -3.558 0.527 1.059 -0.25 -0.24 -0.15 0.1846
H 1.218 -2.249 0.206 0.25 2.62 0.55 0.1620
H 0.942 -0.759 1.411 0.53 -0.83 -0.31 0.1860
H 2.409 -0.728 0.307 -1.64 -0.71 0.12 0.1655
```
Forces are in eV/Å.

The calculation puts the LUMO energy at 3.3 eV. The value obtained for the relative energy (zero: lowest compared OMol25 entry of this formula, charge and spin) is 323.8 kJ/mol. The electronic energy comes out at -27483.963 eV. As for the net charge: -1.

***

Record 2
# C3H16NO4

A 4-piece molecular cluster, C3H16NO4 overall in a non-equilibrium geometry (wB97M-V/def2-TZVPD, OMol25).

The geometry in XYZ format:
```
24
Properties=species:S:1:pos:R:3:forces:R:3:nbo_charge:R:1
O 1.408 1.063 -0.675 0.02 0.11 0.26 -0.7395
C 2.062 -0.128 -0.284 -1.09 -0.45 0.44 -0.0762
C 1.202 -1.362 -0.637 0.70 0.53 -0.38 -0.2498
N -0.259 -1.052 -0.613 0.13 -1.18 -0.44 -0.5355
C -1.013 -2.181 -1.228 -0.82 -0.84 0.22 -0.4322
H 1.619 1.361 -1.557 0.34 -0.03 -0.45 0.4936
H 3.064 -0.280 -0.686 0.00 0.27 0.12 0.2074
H 2.064 -0.077 0.798 0.55 0.13 0.27 0.1833
H 1.373 -2.180 0.073 -0.04 0.21 -0.19 0.2337
H 1.520 -1.694 -1.625 -0.57 -0.17 -0.14 0.2175
H -0.572 -0.169 -1.075 0.64 -0.10 0.84 0.4872
H -0.547 -1.001 0.374 -0.24 0.25 -0.16 0.4654
H -0.932 -2.193 -2.322 0.07 0.24 0.42 0.2315
H -2.058 -2.152 -0.906 0.10 0.47 -0.31 0.2421
H -0.680 -3.144 -0.833 0.42 0.28 -0.08 0.2304
H -0.489 -0.154 2.331 -0.24 0.04 0.44 0.4800
H -1.348 -1.090 3.226 0.05 0.07 -0.11 0.5062
O -0.940 -1.007 2.357 0.32 0.06 -0.48 -0.9734
H -2.333 1.298 -1.140 -0.21 0.34 0.19 0.4871
H -1.618 1.930 0.115 0.30 -0.02 -0.26 0.5281
O -1.728 1.122 -0.415 -0.29 -0.22 -0.22 -0.9976
H 0.737 2.615 0.811 0.42 0.13 0.09 0.5003
H -0.233 3.527 1.691 0.48 0.12 0.14 0.4932
O -0.157 2.916 0.958 -1.03 -0.23 -0.18 -0.9828
```
Forces are in eV/Å.

The calculation puts the LUMO energy at -2.8 eV. The value obtained for the relative energy (zero: lowest compared OMol25 entry of this formula, charge and spin) is 49.0 kJ/mol. The electronic energy comes out at -13044.629 eV. As for the net charge: +1.

***

Q: Which of these has the lowest relative energy (zero: lowest compared OMol25 entry of this formula, charge and spin)?
A: C3H16NO4